1.
Below is one molecule with the formula C8H8 in a non-equilibrium geometry, with properties calculated with ωB97M-V/def2-TZVPD.

relative energy (zero: lowest compared OMol25 entry of this formula, charge and spin): 4.3475 eV
total charge: 0
SMILES: C#CC(=C)C(=C)C=C
E_tot: -8420.6730 eV

Each atom is followed by the atoms it is bonded to, with distances in Å.
Positions of all 16 atoms, in Å:
1 C 2.080 0.208 -2.124  C2 1.198, H9 1.072
2 C 1.236 0.675 -1.413  C1 1.198, C3 1.501
3 C 0.182 0.733 -0.347  C2 1.501, C4 1.344, C5 1.558
4 C 0.001 1.926 0.245  C3 1.344, H10 1.091, H11 1.085
5 C -0.612 -0.544 0.061  C3 1.558, C6 1.296, C7 1.515
6 C -1.160 -1.222 -0.898  C5 1.296, H12 1.122, H13 1.182
7 C -0.972 -0.984 1.465  C5 1.515, C8 1.313, H14 1.035
8 C -0.370 -0.643 2.581  C7 1.313, H15 1.028, H16 0.994
9 H 2.729 -0.213 -2.867  C1 1.072
10 H -0.794 2.160 0.954  C4 1.091
11 H 0.416 2.758 -0.315  C4 1.085
12 H -1.775 -2.139 -0.699  C6 1.122
13 H -0.919 -0.731 -1.945  C6 1.182
14 H -1.568 -1.830 1.435  C7 1.035
15 H 0.133 0.253 2.592  C8 1.028
16 H -0.528 -1.160 3.416  C8 0.994

For reference, the Löwdin charges in units of e are: 0.12 -0.10 -0.26 0.05 -0.28 0.03 -0.12 0.05 0.03 0.08 0.07 0.09 0.12 0.07 0.04 0.02

***

2.
Below is a 9-piece molecular cluster, C34H68N3O28 overall in a non-equilibrium geometry, with properties calculated with ωB97M-V/def2-TZVPD.

total charge: +1
E_tot: -98148.8424 eV

Each atom is followed by the atoms it is bonded to, with distances in Å.
Positions of all 133 atoms, in Å:
1 C 1.836 -1.276 5.181  C2 1.606, H18 1.148, H19 1.152, H20 1.155
2 C 2.701 -2.606 5.425  C1 1.606, O3 1.471, C4 1.604, H21 1.152
3 O 2.144 -3.391 6.537  C2 1.471, H22 0.980
4 C 2.876 -3.542 4.134  C2 1.604, N5 1.495, H23 1.159, H24 1.152
5 N 1.640 -3.714 3.311  C4 1.495, C6 1.504, H25 1.039
6 C 0.864 -4.937 3.717  N5 1.504, C7 1.637, H26 1.157, H27 1.143
7 C -0.488 -4.904 2.795  C6 1.637, O8 1.458, H28 1.153, H29 1.143
8 O -0.925 -3.514 2.774  C7 1.458, C9 1.433
9 C -2.276 -3.359 3.223  O8 1.433, N10 1.505, C14 1.637, H30 1.150
10 N -2.541 -3.859 4.617  C9 1.505, C11 1.528, H31 1.044, H32 1.045
11 C -3.209 -2.807 5.501  N10 1.528, C12 1.612, H33 1.158, H34 1.139
12 C -2.193 -1.556 5.512  C11 1.612, O13 1.462, H35 1.161, H36 1.140
13 O -1.940 -0.999 4.184  C12 1.462, C14 1.439
14 C -2.589 -1.754 3.145  C9 1.637, O13 1.439, O15 1.472, H37 1.158
15 O -2.082 -1.216 1.872  C14 1.472, C16 1.431
16 C -0.977 -0.360 2.178  O15 1.431, N17 1.202
17 N 0.014 0.315 2.278  C16 1.202
18 H 0.997 -1.129 5.949  C1 1.148
19 H 2.526 -0.359 5.282  C1 1.152
20 H 1.327 -1.295 4.144  C1 1.155
21 H 3.744 -2.274 5.786  C2 1.152
22 H 1.211 -3.136 6.697  O3 0.980
23 H 3.645 -3.006 3.451  C4 1.159
24 H 3.269 -4.593 4.397  C4 1.152
25 H 1.906 -3.778 2.309  N5 1.039
26 H 0.490 -4.746 4.796  C6 1.157
27 H 1.452 -5.910 3.603  C6 1.143
28 H -0.146 -5.226 1.742  C7 1.153
29 H -1.281 -5.651 3.142  C7 1.143
30 H -2.949 -3.873 2.445  C9 1.150
31 H -1.681 -4.136 5.141  N10 1.044
32 H -3.221 -4.652 4.577  N10 1.045
33 H -3.227 -3.217 6.584  C11 1.158
34 H -4.269 -2.553 5.168  C11 1.139
35 H -1.173 -1.984 5.866  C12 1.161
36 H -2.489 -0.716 6.224  C12 1.140
37 H -3.730 -1.562 3.108  C14 1.158
38 C 0.310 1.528 -0.242  O39 1.426, H44 1.089, H45 1.092, H46 1.093
39 O 1.113 2.267 -1.161  C38 1.426, C40 1.344
40 C 0.467 3.277 -1.768  O39 1.344, O41 1.209, O42 1.342
41 O -0.689 3.585 -1.597  C40 1.209
42 O 1.330 3.884 -2.598  C40 1.342, C43 1.428
43 C 0.776 4.987 -3.316  O42 1.428, H47 1.092, H48 1.092, H49 1.091
44 H 0.930 0.742 0.186  C38 1.089
45 H -0.040 2.171 0.567  C38 1.092
46 H -0.533 1.060 -0.758  C38 1.093
47 H 0.444 5.768 -2.628  C43 1.092
48 H -0.047 4.657 -3.953  C43 1.092
49 H 1.560 5.399 -3.953  C43 1.091
50 C -5.854 -3.441 -3.540  O51 1.428, H56 1.090, H57 1.092, H58 1.092
51 O -5.287 -2.812 -2.391  C50 1.428, C52 1.342
52 C -3.969 -3.023 -2.241  O51 1.342, O53 1.207, O54 1.344
53 O -3.263 -3.674 -2.971  C52 1.207
54 O -3.563 -2.383 -1.131  C52 1.344, C55 1.428
55 C -2.168 -2.530 -0.865  O54 1.428, H59 1.093, H60 1.093, H61 1.089
56 H -6.918 -3.204 -3.559  C50 1.090
57 H -5.398 -3.056 -4.455  C50 1.092
58 H -5.743 -4.526 -3.481  C50 1.092
59 H -1.575 -2.107 -1.679  C55 1.093
60 H -1.914 -3.581 -0.707  C55 1.093
61 H -1.939 -1.981 0.048  C55 1.089
62 C -0.912 5.736 0.781  O63 1.427, H68 1.090, H69 1.093, H70 1.092
63 O 0.449 5.948 1.155  C62 1.427, C64 1.344
64 C 0.721 7.199 1.564  O63 1.344, O65 1.207, O66 1.344
65 O -0.069 8.109 1.633  C64 1.207
66 O 2.026 7.260 1.882  C64 1.344, C67 1.427
67 C 2.458 8.541 2.336  O66 1.427, H71 1.092, H72 1.092, H73 1.091
68 H -1.015 4.697 0.469  C62 1.090
69 H -1.576 5.909 1.631  C62 1.093
70 H -1.185 6.377 -0.060  C62 1.092
71 H 1.928 8.826 3.248  C67 1.092
72 H 2.319 9.294 1.557  C67 1.092
73 H 3.523 8.472 2.563  C67 1.091
74 C -6.006 -6.616 10.528  O75 1.429, H80 1.090, H81 1.092, H82 1.092
75 O -5.503 -5.651 9.601  C74 1.429, C76 1.343
76 C -6.455 -4.936 8.980  O75 1.343, O77 1.204, O78 1.348
77 O -7.643 -5.046 9.141  C76 1.204
78 O -5.847 -4.072 8.142  C76 1.348, C79 1.427
79 C -6.745 -3.241 7.409  O78 1.427, H83 1.092, H84 1.092, H85 1.092
80 H -5.152 -7.132 10.968  C74 1.090
81 H -6.564 -6.126 11.329  C74 1.092
82 H -6.629 -7.353 10.017  C74 1.092
83 H -7.333 -2.616 8.084  C79 1.092
84 H -7.397 -3.843 6.773  C79 1.092
85 H -6.148 -2.588 6.769  C79 1.092
86 C 2.288 4.050 -7.731  O87 1.426, H92 1.091, H93 1.092, H94 1.093
87 O 1.748 4.952 -8.694  C86 1.426, C88 1.344
88 C 1.226 6.074 -8.167  O87 1.344, O89 1.208, O90 1.343
89 O 1.188 6.354 -6.992  C88 1.208
90 O 0.757 6.828 -9.174  C88 1.343, C91 1.428
91 C 0.170 8.061 -8.758  O90 1.428, H95 1.092, H96 1.092, H97 1.090
92 H 2.679 3.185 -8.267  C86 1.091
93 H 3.110 4.517 -7.183  C86 1.092
94 H 1.511 3.708 -7.043  C86 1.093
95 H 0.907 8.688 -8.252  C91 1.092
96 H -0.692 7.879 -8.112  C91 1.092
97 H -0.173 8.585 -9.651  C91 1.090
98 C 1.203 -9.057 -2.379  O99 1.426, H104 1.090, H105 1.092, H106 1.092
99 O 0.693 -8.175 -3.377  C98 1.426, C100 1.343
100 C 0.128 -7.058 -2.891  O99 1.343, O101 1.211, O102 1.342
101 O 0.026 -6.763 -1.721  C100 1.211
102 O -0.307 -6.325 -3.928  C100 1.342, C103 1.428
103 C -0.930 -5.097 -3.550  O102 1.428, H107 1.093, H108 1.089, H109 1.090
104 H 1.634 -9.921 -2.886  C98 1.090
105 H 1.989 -8.569 -1.799  C98 1.092
106 H 0.400 -9.405 -1.725  C98 1.092
107 H -0.222 -4.455 -3.020  C103 1.093
108 H -1.812 -5.285 -2.939  C103 1.089
109 H -1.244 -4.586 -4.460  C103 1.090
110 C 3.841 -5.100 -0.776  O111 1.427, H116 1.091, H117 1.092, H118 1.092
111 O 4.356 -4.455 0.389  C110 1.427, C112 1.345
112 C 5.673 -4.644 0.587  O111 1.345, O113 1.206, O114 1.344
113 O 6.411 -5.287 -0.116  C112 1.206
114 O 6.023 -3.989 1.708  C112 1.344, C115 1.428
115 C 7.405 -4.101 2.045  O114 1.428, H119 1.092, H120 1.092, H121 1.091
116 H 2.774 -4.880 -0.836  C110 1.091
117 H 4.323 -4.713 -1.677  C110 1.092
118 H 3.967 -6.182 -0.706  C110 1.092
119 H 8.030 -3.674 1.258  C115 1.092
120 H 7.674 -5.144 2.228  C115 1.092
121 H 7.572 -3.536 2.963  C115 1.091
122 C 4.065 10.358 -7.861  O123 1.426, H128 1.091, H129 1.092, H130 1.093
123 O 4.200 11.631 -8.490  C122 1.426, C124 1.344
124 C 3.091 12.055 -9.119  O123 1.344, O125 1.207, O126 1.343
125 O 2.041 11.461 -9.184  C124 1.207
126 O 3.353 13.255 -9.662  C124 1.343, C127 1.427
127 C 2.256 13.832 -10.368  O126 1.427, H131 1.092, H132 1.092, H133 1.091
128 H 5.017 10.117 -7.387  C122 1.091
129 H 3.292 10.389 -7.089  C122 1.092
130 H 3.842 9.584 -8.600  C122 1.093
131 H 1.412 14.001 -9.696  C127 1.092
132 H 1.961 13.197 -11.206  C127 1.092
133 H 2.582 14.795 -10.762  C127 1.091

Results of the Löwdin charge analysis, in e, for atoms 1 through 99: -0.05 -0.35 -0.10 -0.17 -0.09 -0.16 -0.14 -0.11 -0.19 0.11 -0.07 -0.09 -0.09 -0.20 0.00 -0.17 0.21 0.07 0.10 0.06 0.15 0.06 0.14 0.13 0.12 0.11 0.13 0.14 0.13 0.20 0.18 0.20 0.17 0.14 0.13 0.16 0.19 -0.08 0.01 -0.59 0.10 0.00 -0.03 0.07 0.08 0.09 0.10 0.10 0.09 -0.04 0.01 -0.58 0.10 0.01 -0.03 0.10 0.10 0.10 0.11 0.10 0.06 -0.04 0.00 -0.60 0.12 0.00 -0.05 0.07 0.10 0.10 0.10 0.10 0.09 -0.04 -0.01 -0.60 0.14 -0.03 -0.05 0.10 0.10 0.10 0.11 0.10 0.07 -0.05 0.00 -0.60 0.11 0.00 -0.04 0.09 0.10 0.09 0.09 0.10 0.10 -0.04 0.00

***

3.
Below is a 3-piece molecular cluster, C4H9NO4 overall in a non-equilibrium geometry, with properties calculated with ωB97M-V/def2-TZVPD.

relative energy (zero: lowest compared OMol25 entry of this formula, charge and spin): 4.3361 eV
total charge: 0
E_tot: -13970.8209 eV

Each atom is followed by the atoms it is bonded to, with distances in Å.
Positions of all 18 atoms, in Å:
1 C 0.515 -0.599 -0.250  C2 1.434, C3 1.482, O7 1.314
2 C 0.249 0.600 0.490  C1 1.434, N5 1.430, H13 1.079
3 C 0.734 -0.661 -1.714  C1 1.482, H16 1.090, H17 1.089, H18 1.086
4 C -1.713 0.406 -0.102  O8 1.351, O9 1.204
5 N 0.035 0.410 1.891  C2 1.430, H14 1.011, H15 1.017
6 O 2.207 0.388 0.508  H11 0.968
7 O 0.347 -1.745 0.371  C1 1.314, H10 0.990
8 O -1.967 0.679 -1.401  C4 1.351, H12 0.977
9 O -2.580 0.305 0.726  C4 1.204
10 H 0.256 -1.511 1.329  O7 0.990
11 H 2.425 -0.110 1.310  O6 0.968
12 H -2.932 0.777 -1.519  O8 0.977
13 H 0.369 1.558 0.009  C2 1.079
14 H 0.590 1.069 2.422  N5 1.011
15 H -0.948 0.491 2.141  N5 1.017
16 H 1.738 -1.051 -1.876  C3 1.090
17 H 0.012 -1.332 -2.177  C3 1.089
18 H 0.663 0.327 -2.160  C3 1.086

For reference, the Löwdin charges in units of e are: -0.37 -0.25 0.02 -0.39 0.06 -0.22 0.13 0.06 0.05 0.13 0.00 0.12 0.14 0.10 0.08 0.11 0.10 0.10